# 1
10 unconnected molecules or ions with the total composition C40H56I2N3O29S, computed with ωB97M-V/def2-TZVPD.

charge	+1
molar mass	1328.76	g mol⁻¹
electronic energy	-4897.50101	a.u.
E_LUMO	-2.26	eV
HOMO	-11.31	eV

Geometry as XYZ:
```
131
Properties=species:S:1:pos:R:3:forces:R:3
O 2.23897 1.57518 0.53836 -0.097 0.124 0.261
C 2.55401 1.04151 -0.47338 0.344 0.103 -0.015
I 4.67131 0.73509 -0.81129 -0.151 -0.150 -0.216
C 1.61501 0.53334 -1.53113 -0.170 0.073 -0.100
C 0.57036 -0.49730 -1.01995 0.831 -0.465 0.259
C 0.08169 -1.34065 -2.22846 -0.324 0.336 -0.215
C -1.33701 -1.11125 -2.77015 0.259 0.025 0.079
S -2.47327 -2.33166 -2.03748 -0.239 -0.301 -0.359
C -3.54982 -1.38371 -1.07715 0.101 0.151 0.341
N -3.53828 -1.30336 0.21500 -0.039 -0.052 -0.229
N -4.57952 -0.46178 0.56558 -0.086 0.063 0.009
C -5.12535 -0.09967 -0.54034 -0.043 0.058 0.370
O -4.54323 -0.63759 -1.62568 0.042 -0.027 -0.044
C 1.26887 -1.47764 -0.04463 -0.090 -0.229 0.111
N 0.96035 -1.02099 1.36926 -0.185 -0.033 -0.776
C -0.07616 0.06947 1.30080 0.281 0.093 0.487
C -0.55404 0.06228 -0.13766 -0.834 0.212 -0.048
C -1.25209 1.36696 -0.58659 0.431 -0.135 -0.138
C -0.93211 2.62482 0.21018 0.055 0.272 -0.056
C -1.44645 3.85994 -0.53241 -0.069 -0.124 -0.065
I -2.60922 5.19193 0.65676 -0.010 0.099 0.055
H 2.20523 0.10954 -2.33465 0.023 -0.163 -0.062
H 1.11589 1.40854 -1.95316 -0.044 0.089 -0.012
H 0.76422 -1.24510 -3.06889 0.120 0.130 -0.040
H 0.12683 -2.38856 -1.94968 0.078 -0.175 -0.057
H -1.73340 -0.11005 -2.65517 -0.030 0.109 0.140
H -1.32057 -1.32095 -3.83074 -0.086 -0.082 -0.123
H -5.96174 0.56492 -0.64891 -0.078 0.046 -0.192
H 2.34129 -1.57761 -0.19496 0.179 0.265 0.162
H 0.88948 -2.49228 -0.11327 -0.280 0.004 -0.101
H 1.83889 -0.77423 1.82622 -0.073 0.150 0.267
H 0.56061 -1.83139 1.85138 0.425 -0.162 0.313
H -0.85917 -0.17049 2.01484 -0.178 -0.132 -0.085
H 0.36836 0.99559 1.63014 0.199 0.114 -0.125
H -1.33093 -0.69632 -0.14611 0.040 -0.227 -0.100
H -2.32911 1.20707 -0.59626 -0.145 0.036 0.067
H -0.96964 1.56884 -1.61977 -0.060 0.004 -0.130
H 0.14492 2.72381 0.32621 0.114 0.011 0.083
H -1.35316 2.58725 1.21202 -0.077 -0.137 0.102
H -2.08488 3.57801 -1.36033 -0.158 0.050 -0.047
H -0.64098 4.45011 -0.94881 0.049 0.154 0.046
C 2.05964 5.46853 -2.79293 0.110 -0.073 -0.097
C 2.77031 4.35064 -3.53240 0.072 0.095 0.031
O 1.77330 3.30966 -3.52358 0.133 0.031 0.024
C 0.56034 3.88938 -3.38634 -0.048 0.020 -0.006
O -0.47630 3.30946 -3.48331 -0.037 -0.246 0.015
O 0.67808 5.19245 -3.09732 0.059 0.149 0.012
H 2.33035 6.46161 -3.13925 -0.133 0.019 -0.048
H 2.19824 5.41246 -1.71610 0.008 -0.050 -0.035
H 3.00181 4.60304 -4.56714 -0.048 -0.004 -0.012
H 3.67236 4.00886 -3.03233 -0.067 -0.124 0.032
C 1.06547 9.36901 -0.41271 -0.097 0.023 0.043
C 0.63429 8.76294 0.91113 -0.044 0.110 -0.016
O 1.24669 7.46212 0.85120 -0.039 -0.004 0.064
C 2.28685 7.51891 0.00464 -0.034 -0.047 0.108
O 3.08248 6.63578 -0.13446 0.053 0.067 -0.004
O 2.30225 8.67637 -0.67214 -0.033 0.036 -0.064
H 1.24397 10.43866 -0.37169 0.127 -0.017 0.007
H 0.36939 9.14460 -1.22119 -0.003 -0.020 0.005
H 1.04239 9.29584 1.76977 0.022 0.004 -0.007
H -0.44103 8.66108 1.02153 -0.002 -0.126 -0.030
C 3.10215 -5.30709 0.79743 0.151 -0.027 -0.059
C 3.69806 -5.46380 2.18518 0.073 -0.140 -0.099
O 3.01391 -4.42601 2.91481 0.008 -0.260 0.393
C 1.89562 -4.12627 2.28558 0.087 0.109 -0.384
O 1.06284 -3.36536 2.71282 -0.229 0.060 0.117
O 1.81842 -4.70689 1.08231 -0.024 -0.024 0.048
H 2.96835 -6.23913 0.25814 -0.187 -0.013 0.060
H 3.66930 -4.60381 0.18763 0.016 0.002 0.010
H 3.46033 -6.41739 2.65484 -0.043 -0.004 -0.045
H 4.76810 -5.28823 2.21686 -0.021 0.168 0.085
C -2.35281 -5.20600 0.16520 -0.124 -0.007 0.114
C -2.63639 -5.50572 1.62516 0.002 0.092 -0.020
O -2.02270 -6.79260 1.78909 0.014 0.007 0.023
C -1.06136 -6.93167 0.85066 -0.121 0.109 -0.008
O -0.26102 -7.81027 0.82392 0.120 -0.078 0.004
O -1.14074 -5.93822 -0.06218 -0.017 0.005 -0.035
H -2.18904 -4.15574 -0.04429 0.093 0.037 0.024
H -3.13167 -5.59178 -0.49540 0.032 -0.034 -0.013
H -2.14792 -4.80025 2.29926 0.021 0.007 -0.015
H -3.69389 -5.56177 1.86491 0.007 -0.142 0.003
C -2.72145 -2.56585 -7.49109 -0.013 -0.040 -0.079
C -2.09651 -3.93267 -7.70920 -0.094 0.012 -0.027
O -0.84333 -3.80140 -7.01830 -0.012 -0.058 -0.055
C -0.96342 -2.83464 -6.09764 0.056 -0.043 0.014
O -0.15864 -2.59900 -5.24746 0.028 -0.011 0.015
O -2.12028 -2.16009 -6.24979 -0.062 0.044 -0.026
H -3.80200 -2.58640 -7.38943 0.007 0.006 0.122
H -2.43966 -1.84802 -8.26155 0.019 -0.006 -0.004
H -2.66712 -4.73449 -7.24030 -0.006 0.009 0.017
H -1.91908 -4.17439 -8.75233 0.120 0.027 0.009
C 4.02850 4.72390 2.24221 -0.066 -0.044 -0.029
C 4.68369 3.41516 1.85081 -0.136 0.104 -0.061
O 5.86962 3.41573 2.64729 0.010 -0.011 -0.026
C 5.65736 4.21128 3.72818 -0.098 -0.003 -0.039
O 6.37571 4.27553 4.66829 0.047 -0.014 0.067
O 4.50042 4.90098 3.58489 0.029 -0.043 -0.014
H 2.94247 4.67890 2.22854 -0.005 0.066 0.124
H 4.35666 5.56077 1.63014 0.031 0.003 0.004
H 4.07741 2.54913 2.12440 -0.004 -0.013 -0.022
H 4.92608 3.35840 0.79238 0.176 0.009 0.102
C -3.45764 -10.83632 -0.18237 0.068 -0.023 0.009
C -2.47475 -10.17155 -1.12744 0.071 0.010 0.101
O -3.25673 -10.01362 -2.31602 0.044 -0.011 0.002
C -4.56636 -9.99923 -1.97032 0.034 0.028 0.036
O -5.45508 -9.70547 -2.69862 -0.038 0.019 -0.032
O -4.71419 -10.35292 -0.67172 0.005 -0.029 0.047
H -3.32697 -10.54825 0.85677 -0.091 0.078 -0.005
H -3.44304 -11.92415 -0.26173 -0.007 -0.001 -0.032
H -2.16334 -9.18593 -0.77852 0.009 -0.006 0.023
H -1.59238 -10.77010 -1.33343 -0.041 -0.026 -0.124
C -5.03380 5.77824 4.14330 0.029 -0.048 0.076
C -4.32371 6.67201 5.14482 -0.062 -0.058 0.040
O -3.72787 7.65821 4.29559 0.001 0.023 0.032
C -4.43085 7.71564 3.14012 0.038 -0.126 0.050
O -4.28501 8.53818 2.29830 0.047 0.047 -0.080
O -5.30993 6.68688 3.07258 0.009 -0.010 -0.025
H -5.96122 5.35229 4.51500 -0.060 0.075 -0.057
H -4.39001 4.98059 3.76716 0.014 0.012 -0.001
H -5.01615 7.16827 5.82595 -0.017 -0.002 -0.011
H -3.55343 6.16355 5.71746 0.081 0.048 -0.061
C 3.08151 -0.29369 4.13645 -0.087 0.060 0.202
C 4.16769 -0.66044 5.13047 -0.004 0.135 0.039
O 4.73327 -1.83252 4.52991 0.015 0.092 -0.094
C 4.50039 -1.80542 3.20995 0.149 -0.294 0.211
O 4.98379 -2.54540 2.41795 -0.050 0.175 -0.279
O 3.60420 -0.82060 2.90367 -0.169 0.070 -0.050
H 2.91742 0.77652 4.04155 0.076 0.018 -0.097
H 2.13806 -0.79793 4.35942 0.015 -0.030 -0.005
H 4.94160 0.10348 5.20607 0.004 0.010 -0.023
H 3.79148 -0.89812 6.12054 0.010 -0.115 -0.027
```
Forces are in eV/Å.

# 2
10 unconnected molecules or ions with the total composition C40H56N4O12, computed with ωB97M-V/def2-TZVPD.

molar mass	784.90	g mol⁻¹
SMILES	c1cc[nH]c1.c1cc[nH]c1.c1cc[nH]c1.c1cc[nH]c1.O=C1CCCO1.O=C1CCCO1.O=C1CCCO1.O=C1CCCO1.O=C1CCCO1.O=C1CCCO1
electronic energy	-2679.70152	a.u.
E_LUMO	0.43	eV
HOMO	-7.82	eV

Geometry as XYZ:
```
112
Properties=species:S:1:pos:R:3:forces:R:3
N -3.30462 0.36011 -3.86874 -0.150 0.636 -0.318
C -3.75594 0.25665 -2.60953 -0.580 1.214 0.590
C -4.20696 1.52009 -2.28156 -0.494 0.686 0.590
C -4.00848 2.43295 -3.38652 -0.020 -0.782 -0.613
C -3.44040 1.62975 -4.36656 -0.262 -0.261 0.768
H -2.86687 -0.39861 -4.30344 0.803 -0.898 -1.010
H -3.77390 -0.68247 -2.06218 0.112 0.388 -0.140
H -4.70419 1.75087 -1.35298 0.073 0.110 0.089
H -4.31445 3.49501 -3.58065 0.340 -1.346 0.656
H -3.19692 1.79174 -5.38693 0.272 0.368 -0.505
N -3.70140 -2.57637 2.90081 1.011 -2.369 0.483
C -4.65081 -2.93797 1.97910 0.765 0.586 0.097
C -5.35382 -1.78443 1.74012 -0.912 0.221 -1.494
C -4.80534 -0.77225 2.52490 -0.921 3.049 0.293
C -3.77123 -1.28935 3.25584 -0.341 0.871 1.011
H -3.02892 -3.21128 3.32998 -0.381 0.363 -0.308
H -4.55919 -3.88564 1.46894 -0.359 0.039 0.158
H -6.11967 -1.55875 0.98710 0.328 -0.596 0.428
H -5.18417 0.30198 2.52503 0.704 -1.696 0.172
H -3.24026 -0.88533 4.13816 -0.209 -0.332 -0.986
N -0.15835 -0.23505 -2.85529 0.485 0.360 -0.762
C 0.19604 0.54791 -3.94996 -0.763 -1.723 0.930
C -0.03916 -0.18518 -5.08382 -0.628 0.257 0.716
C -0.59293 -1.44570 -4.66862 0.244 -0.379 -0.330
C -0.57667 -1.45553 -3.28900 -0.127 -0.499 0.439
H -0.13156 0.02828 -1.88081 0.149 0.068 -0.022
H 0.52650 1.53250 -3.81914 0.375 1.145 0.067
H 0.08550 0.29442 -6.03081 -0.043 -0.398 -0.631
H -0.94761 -2.28395 -5.28099 0.431 0.506 0.227
H -0.70264 -2.27047 -2.55054 -0.308 0.637 -0.702
N 0.89260 -0.23369 0.19150 0.112 -0.434 0.481
C 0.52890 -1.59408 0.27012 1.061 0.517 -0.775
C -0.73488 -1.71240 0.78704 -0.770 0.750 0.571
C -1.14293 -0.35921 1.13331 0.824 0.158 -0.948
C -0.13913 0.53215 0.73258 -0.266 -0.943 -0.149
H 1.86414 0.10450 -0.03003 -1.513 -0.544 0.351
H 1.24557 -2.33179 -0.11797 -0.619 0.338 0.291
H -1.42343 -2.59119 0.90609 1.224 0.886 -0.182
H -2.11609 -0.10419 1.51264 -0.109 0.163 0.074
H -0.10720 1.62945 0.65692 0.066 -0.925 0.343
O 3.76937 -0.35298 -0.76957 0.490 -0.162 0.323
C 3.73804 -0.68498 -1.92536 -2.602 -0.341 -0.984
O 4.28320 0.03288 -2.89047 1.105 -0.169 -0.445
C 3.94553 -0.45228 -4.21784 -0.572 0.814 -0.420
C 3.01089 -1.67015 -4.10467 -0.354 2.332 2.020
C 2.84466 -1.78439 -2.58396 1.484 -0.668 0.830
H 4.84944 -0.62418 -4.79490 0.175 0.025 0.201
H 3.39802 0.41068 -4.63396 0.285 -0.471 -0.227
H 3.35607 -2.55586 -4.50902 0.938 -1.600 -0.987
H 2.07118 -1.38972 -4.53910 -0.420 -0.171 -0.310
H 3.24184 -2.73091 -2.18712 -0.209 0.057 -0.186
H 1.82254 -1.73693 -2.25024 -0.218 0.319 0.221
O 0.62597 -4.58959 -0.93186 0.800 -0.079 0.374
C 0.25957 -5.12838 0.07287 -1.704 -0.686 0.355
O -1.08965 -5.20338 0.31554 0.651 -0.324 0.797
C -1.36023 -5.75744 1.64233 0.592 1.501 -0.022
C -0.05376 -6.34299 2.20541 0.420 0.226 0.504
C 0.99634 -5.92769 1.18204 0.799 2.435 -0.502
H -2.16016 -6.44004 1.53755 -0.716 -0.865 -0.153
H -1.69312 -4.90990 2.25873 0.096 -0.329 -0.135
H -0.07292 -7.43208 2.33605 -0.167 0.285 -0.151
H 0.18342 -5.89678 3.20283 -0.314 -0.329 -0.840
H 1.45973 -6.71965 0.62031 0.452 -0.478 0.148
H 1.78540 -5.19772 1.57754 -0.916 -1.287 -0.405
O -2.68158 2.87676 3.43344 -0.329 -0.693 0.459
C -1.52938 3.02464 3.69121 0.903 1.589 -0.635
O -0.95155 4.24567 3.46800 0.563 0.317 0.179
C 0.50073 4.21791 3.66921 -1.052 -0.770 0.149
C 0.83797 2.71188 3.59512 1.907 1.225 -0.498
C -0.41964 2.08183 4.06981 -0.432 -1.413 -1.089
H 0.71588 4.62794 4.65961 0.003 0.103 -0.122
H 0.92022 4.83183 2.88756 0.245 0.093 -0.124
H 1.73796 2.47319 4.21961 -0.799 0.144 -0.494
H 1.07731 2.41339 2.55374 -0.120 0.301 0.609
H -0.32123 1.90227 5.13115 -0.675 -0.554 0.217
H -0.57236 1.22872 3.37535 -0.261 -0.230 1.284
O -1.27486 -3.26577 3.95485 -0.738 -0.658 0.064
C -0.25041 -2.65552 3.96269 0.393 -0.411 0.435
O 0.86553 -3.18365 3.46264 1.023 -0.040 -0.490
C 1.92228 -2.17824 3.29463 -0.384 -0.160 -0.431
C 1.36102 -0.91945 4.00691 0.615 0.698 -0.479
C 0.02738 -1.37267 4.63684 -0.042 2.084 -0.524
H 2.00498 -2.06024 2.19768 0.150 0.132 0.685
H 2.89571 -2.55633 3.69812 -1.051 0.158 -0.141
H 1.30469 -0.01485 3.31568 -0.220 -1.398 0.756
H 2.05062 -0.65442 4.79250 0.267 0.301 0.243
H -0.77295 -0.59676 4.42122 0.756 -1.252 0.614
H 0.15295 -1.57643 5.72070 -0.355 0.227 -0.606
O 0.50294 4.85763 -3.06401 1.604 0.520 -1.389
C -0.32888 4.53276 -2.29431 -0.855 0.117 0.668
O -1.13037 5.44897 -1.70365 -1.026 -0.368 0.403
C -2.14379 4.71177 -0.90493 0.798 1.097 -0.988
C -1.41068 3.48041 -0.52264 0.954 -1.399 0.167
C -0.65194 3.15451 -1.82756 -2.710 0.910 -0.084
H -2.98222 4.46530 -1.54957 -0.043 -0.137 -0.337
H -2.53857 5.39305 -0.17283 0.310 0.100 0.650
H -2.09742 2.70319 -0.24625 -0.289 -0.516 0.223
H -0.63704 3.55743 0.23879 -0.296 0.644 0.474
H -1.44599 2.77471 -2.50769 0.688 -0.107 -0.045
H 0.21340 2.55601 -1.83204 0.905 -0.818 0.360
O 2.19908 2.56377 0.55471 0.486 -0.097 0.202
C 3.13921 2.74640 -0.19372 -1.030 -0.488 2.143
O 2.91808 2.80346 -1.47658 1.093 0.785 -1.450
C 4.14743 3.31081 -2.15697 -1.814 -1.841 -1.411
C 5.06059 3.67035 -1.06909 1.268 1.795 0.470
C 4.60754 2.91023 0.16890 -0.455 2.500 -0.512
H 3.79462 4.12844 -2.78801 0.226 -0.124 0.047
H 4.46863 2.44967 -2.75907 0.077 0.437 0.024
H 4.93857 4.76632 -0.94443 0.211 -0.525 0.431
H 6.11073 3.51168 -1.29199 0.081 -0.106 -0.228
H 4.83700 3.59747 1.02321 -0.638 -1.283 -0.256
H 5.07730 1.96491 0.20417 0.388 -1.113 0.426
```
Forces are in eV/Å.

| no. | maximum force (eV/A) |
| --- | --- |
| 1 | 0.99 |
| 2 | 3.20 |